Run P
Below is an isolated molecule of C13H17N3O5, with properties calculated with ωB97M-V with the def2-TZVPD basis set.

Properties
E_HOMO (eV): -8.52
LUMO energy (eV): 0.4458
Net charge: 0
HOMO-LUMO gap (Eh): 0.3295
Structure (SMILES): NC(=O)C[C@H](NC(=O)[C@@H](N)Cc1ccc(O)cc1)C(=O)O

XYZ file:
```
38
Properties=species:S:1:pos:R:3:lowdin_charge:R:1
C -0.15 0.63 1.37 -0.2350
C 0.89 0.81 0.29 -0.5064
C 0.09 -0.63 2.40 -0.0844
C -0.23 -2.02 1.88 -0.1937
C -0.50 -2.91 3.01 -0.0614
C -0.16 -2.59 0.62 -0.0247
C -0.75 -4.22 2.91 -0.0024
C -0.45 -3.96 0.45 -0.0182
C -0.83 -4.73 1.53 -0.3148
C 0.98 1.82 -2.13 -0.2078
C 2.43 1.50 -2.58 -0.4041
C 0.73 3.24 -2.37 -0.0610
C -0.81 3.47 -2.20 -0.4897
H -1.80 -0.17 0.55 0.0420
H -2.15 1.00 1.62 0.0907
H -0.13 1.63 2.00 0.1794
H -0.58 -0.39 3.26 0.1121
H 1.07 -0.69 2.91 0.1180
H -0.26 -2.60 3.94 0.0763
H 0.01 -1.98 -0.23 0.0989
H -1.36 -4.79 3.62 0.1238
H -0.33 -4.54 -0.48 0.1188
H -0.89 -6.62 1.13 0.1185
H -0.42 1.74 -0.99 0.0806
H 0.22 1.41 -2.87 0.1852
H 1.16 4.15 -2.10 0.1096
H 0.75 3.31 -3.53 0.1699
H -0.40 5.24 -2.87 0.0689
H -2.13 5.09 -2.38 0.1533
H 3.14 1.09 -0.91 0.0583
N -1.53 0.73 0.84 0.0582
N 0.54 1.36 -0.82 0.1345
N -1.13 4.77 -2.43 0.1689
O 2.05 0.54 0.50 0.0485
O -1.47 -5.94 1.54 0.0149
O 2.53 1.67 -3.82 0.0467
O -1.54 2.56 -1.85 0.0545
O 3.40 1.03 -1.81 0.1732
```


Run Q
Below is C13H17N3O5 as an isolated structure, with properties calculated with ωB97M-V with the def2-TZVPD basis set.

Properties
E_HOMO (eV): -8.76
LUMO energy (eV): -0.2016
Net charge: 0
HOMO-LUMO gap (Eh): 0.3147

XYZ file:
```
38
Properties=species:S:1:pos:R:3:lowdin_charge:R:1
C -1.09 -0.93 0.42 -0.4704
C -0.54 0.68 0.48 -0.3312
C -0.29 -1.37 -0.76 -0.1780
C 0.18 -2.75 -0.86 -0.2559
C 1.53 -3.20 -0.73 -0.0410
C -0.76 -3.69 -0.84 -0.0493
C 1.90 -4.43 -0.64 -0.0610
C -0.27 -5.05 -1.03 -0.0469
C 1.01 -5.51 -0.77 -0.3066
C 0.81 2.68 1.00 -0.2574
C -0.41 3.40 1.83 -0.5226
C 0.81 3.24 -0.35 -0.1044
C 1.12 4.88 -0.40 -0.3716
H -2.72 -0.84 -0.83 0.1813
H -3.18 0.27 1.01 0.2800
H -0.52 -1.46 1.33 0.1743
H -1.14 -1.11 -1.45 0.1163
H 0.38 -0.48 -0.92 0.1255
H 2.09 -2.29 -0.63 0.1198
H -1.98 -3.74 -0.53 0.1845
H 2.85 -4.87 -0.48 0.1196
H -1.19 -5.68 -0.68 0.1308
H 0.63 -7.39 -0.87 0.2083
H 0.72 0.98 2.48 0.3214
H 1.77 2.98 1.86 0.2319
H 1.55 2.71 -1.01 0.1391
H -0.26 3.09 -0.57 0.0792
H 0.14 6.60 -1.22 0.1247
H -0.85 5.10 -1.28 0.0813
H -1.24 5.04 2.23 0.1107
N -2.50 -1.07 0.43 -0.0275
N 0.61 1.17 1.08 0.0504
N 0.05 5.54 -1.15 0.1092
O -1.24 1.56 -0.26 -0.0867
O 1.30 -6.79 -0.19 -0.0319
O -0.79 2.84 2.77 0.1164
O 2.28 5.26 -0.03 -0.0060
O -0.78 4.64 1.53 0.1438
```


Which of them is the most stable, and which is the least stable? run P and run Q, in that order.


Run P
Below is an isolated molecule of FHIN, with properties calculated with ωB97M-V with the def2-TZVPD basis set.

Properties
E_HOMO (eV): -9.59
LUMO energy (eV): -0.6608
Net charge: 0
HOMO-LUMO gap (Eh): 0.3282
Structure (SMILES): FNI

XYZ file:
```
4
Properties=species:S:1:pos:R:3:lowdin_charge:R:1
N -0.25 0.05 0.39 -0.5147
F -0.45 1.26 -0.26 -0.2413
I 1.67 -0.61 -0.11 0.6781
H -0.97 -0.71 -0.02 0.0779
```


Run Q
Below is an isolated molecule of FHIN, with properties calculated with ωB97M-V with the def2-TZVPD basis set.

Properties
E_HOMO (eV): -9.69
LUMO energy (eV): -0.4438
Net charge: 0
HOMO-LUMO gap (Eh): 0.3397
Structure (SMILES): FNI

XYZ file:
```
4
Properties=species:S:1:pos:R:3:lowdin_charge:R:1
N 0.18 -0.48 -0.12 -0.5626
F 0.39 -0.16 1.22 -0.2770
I 0.42 1.20 -1.24 0.7122
H -0.99 -0.55 0.14 0.1274
```


Run R
Below is FHIN as an isolated structure, with properties calculated with ωB97M-V with the def2-TZVPD basis set.

Properties
E_HOMO (eV): -9.60
LUMO energy (eV): -0.6923
Net charge: 0
HOMO-LUMO gap (Eh): 0.3272

XYZ file:
```
4
Properties=species:S:1:pos:R:3:lowdin_charge:R:1
N 0.22 0.11 -0.44 -0.5520
F 0.33 1.30 0.25 -0.2700
I -1.63 -0.65 0.13 0.6633
H 1.07 -0.76 0.06 0.1587
```


Which of them is the most stable, and which is the least stable? run P and run R, in that order.


Run P
Below is C47H63IN8NaO4P4S2Se2 as an isolated structure, with properties calculated with ωB97M-V with the def2-TZVPD basis set.

Properties
E_HOMO (eV): -4.96
LUMO energy (eV): 1.6821
Net charge: -1
HOMO-LUMO gap (Eh): 0.2442

XYZ file:
```
132
Properties=species:S:1:pos:R:3:lowdin_charge:R:1
Na -0.83 0.48 -0.39 0.0583
Se 1.54 -2.80 5.73 0.2609
P -0.18 -3.45 4.67 0.5339
C 0.00 -5.21 4.28 -0.3472
C 1.05 -5.63 3.46 -0.0977
C 1.31 -6.97 3.27 -0.0777
C 0.53 -7.93 3.91 -0.0896
C -0.51 -7.53 4.74 -0.0846
C -0.77 -6.18 4.92 -0.0808
C -1.73 -3.35 5.61 -0.3697
C -2.93 -3.72 5.01 -0.0976
C -4.13 -3.59 5.70 -0.0811
C -4.12 -3.09 7.00 -0.0926
C -2.93 -2.71 7.60 -0.0815
C -1.73 -2.84 6.90 -0.0960
C -0.59 -2.42 3.25 -0.4263
C -0.49 -2.32 1.85 -0.4171
N -1.03 -1.14 1.51 -0.0303
N -1.45 -0.56 2.61 -0.0778
N -1.20 -1.30 3.67 0.0107
P 0.25 -3.19 0.46 0.5683
Se -0.36 -2.46 -1.43 0.3579
C -0.16 -4.95 0.62 -0.3562
C 0.65 -5.90 0.00 -0.0850
C 0.28 -7.24 0.01 -0.0878
C -0.88 -7.64 0.66 -0.0940
C -1.69 -6.69 1.28 -0.0785
C -1.33 -5.35 1.25 -0.0877
C 2.05 -3.05 0.67 -0.3563
C 2.62 -2.70 1.89 -0.1137
C 3.99 -2.53 2.01 -0.0707
C 4.80 -2.69 0.89 -0.0821
C 4.24 -3.01 -0.34 -0.0769
C 2.87 -3.19 -0.45 -0.1288
H 1.69 -4.90 2.98 0.0904
H 2.12 -7.27 2.63 0.1099
H 0.73 -8.98 3.77 0.1016
H -1.11 -8.26 5.25 0.0999
H -1.57 -5.88 5.58 0.0975
H -2.94 -4.10 4.00 0.1061
H -5.06 -3.87 5.23 0.1006
H -5.06 -2.98 7.54 0.0970
H -2.93 -2.31 8.60 0.0996
H -0.79 -2.55 7.35 0.0553
H 1.55 -5.59 -0.51 0.1024
H 0.91 -7.97 -0.48 0.1026
H -1.15 -8.68 0.69 0.1009
H -2.59 -7.00 1.78 0.1052
H -1.97 -4.60 1.70 0.1003
H 2.00 -2.51 2.76 0.0469
H 4.41 -2.25 2.96 0.1056
H 5.87 -2.54 0.98 0.0989
H 4.87 -3.10 -1.22 0.1039
H 2.42 -3.37 -1.42 0.0734
N -3.34 1.58 2.52 0.1556
C -3.70 1.96 1.29 -0.6526
O -3.25 1.48 0.26 0.0384
C -4.79 3.02 1.16 -0.5339
I -4.52 4.73 2.42 0.8011
H -2.64 0.83 2.62 0.0540
H -3.69 2.07 3.32 0.0575
H -5.75 2.60 1.43 0.0465
H -4.80 3.38 0.14 0.0367
N 2.11 0.11 -0.46 0.0784
C 1.83 0.35 0.65 -0.0186
H 2.36 0.00 -1.45 -0.0984
C 0.65 -1.66 -7.45 -0.0533
C 0.77 -1.43 -5.96 -0.5036
C 1.46 -2.57 -5.24 -0.0684
O 1.52 -0.21 -5.81 -0.3349
P 1.60 0.59 -4.40 -0.1409
S 3.22 0.07 -3.39 0.2549
S -0.12 0.50 -3.46 0.2863
O 1.91 2.07 -5.00 -0.3395
C 1.37 2.58 -6.22 -0.4678
C -0.15 2.71 -6.21 -0.0653
C 2.03 3.93 -6.42 -0.0511
H 0.05 -2.55 -7.64 0.0780
H 1.63 -1.80 -7.90 0.0815
H 0.16 -0.81 -7.93 0.0746
H -0.22 -1.27 -5.52 0.0943
H 2.48 -2.68 -5.60 0.0852
H 0.92 -3.50 -5.42 0.0820
H 1.49 -2.39 -4.17 0.0284
H 1.66 1.90 -7.03 0.1305
H -0.47 3.36 -5.40 0.0657
H -0.64 1.75 -6.08 0.0474
H -0.47 3.14 -7.16 0.0810
H 1.72 4.62 -5.64 0.0689
H 1.75 4.35 -7.39 0.0772
H 3.12 3.83 -6.39 0.0829
O -0.66 2.56 -0.74 -0.3056
P -0.22 3.94 -0.42 0.5386
N -0.54 4.31 1.15 -0.1694
C -0.17 3.31 2.17 -0.1791
C -0.23 4.09 3.48 -0.1661
C 0.20 5.50 3.05 -0.1717
C -0.52 5.67 1.72 -0.2143
N 1.37 4.14 -0.78 -0.1677
C 2.10 3.26 -1.71 -0.1975
C 2.99 4.22 -2.48 -0.1666
C 3.37 5.24 -1.40 -0.1652
C 2.07 5.41 -0.60 -0.1999
N -1.01 5.14 -1.25 -0.1739
C -2.47 5.25 -1.05 -0.2029
C -3.06 5.17 -2.46 -0.1634
C -1.96 5.78 -3.32 -0.1697
C -0.70 5.20 -2.70 -0.1966
H 0.84 2.92 1.99 0.1045
H -0.86 2.47 2.15 0.0902
H 0.40 3.66 4.25 0.1128
H -1.26 4.11 3.85 0.0933
H 1.28 5.52 2.90 0.1057
H -0.06 6.27 3.77 0.1060
H -0.03 6.38 1.05 0.0985
H -1.55 6.02 1.87 0.0686
H 1.41 2.69 -2.34 0.0558
H 2.71 2.54 -1.16 0.0926
H 2.41 4.71 -3.28 0.0935
H 3.84 3.72 -2.94 0.1133
H 3.74 6.19 -1.79 0.1038
H 4.15 4.82 -0.76 0.1107
H 1.48 6.25 -0.98 0.1005
H 2.27 5.61 0.46 0.1027
H -2.72 6.20 -0.56 0.1071
H -2.83 4.44 -0.42 0.0736
H -4.02 5.69 -2.54 0.1071
H -3.21 4.12 -2.73 0.1205
H -1.96 6.87 -3.23 0.1108
H -2.05 5.53 -4.38 0.1053
H 0.19 5.81 -2.88 0.1044
H -0.51 4.20 -3.10 0.1080
```


Run Q
Below is C47H63IN8NaO4P4S2Se2 as an isolated structure, with properties calculated with ωB97M-V with the def2-TZVPD basis set.

Properties
E_HOMO (eV): -5.11
LUMO energy (eV): 1.9007
Net charge: -1
HOMO-LUMO gap (Eh): 0.2575

XYZ file:
```
132
Properties=species:S:1:pos:R:3:lowdin_charge:R:1
Na -1.06 -0.02 -1.91 -0.0719
Se 4.05 0.49 4.36 0.3799
P 2.68 1.88 3.55 0.5627
C 1.61 2.51 4.87 -0.3579
C 0.23 2.65 4.75 -0.0728
C -0.51 3.08 5.84 -0.0833
C 0.12 3.39 7.04 -0.0950
C 1.49 3.27 7.15 -0.0850
C 2.23 2.83 6.07 -0.1321
C 3.58 3.34 2.94 -0.3344
C 3.49 4.60 3.50 -0.0718
C 4.29 5.62 3.01 -0.0878
C 5.17 5.39 1.97 -0.0920
C 5.26 4.13 1.41 -0.0744
C 4.47 3.10 1.89 -0.0874
C 1.63 1.37 2.20 -0.4241
C 1.30 0.21 1.48 -0.4230
N 0.31 0.55 0.65 0.0294
N 0.05 1.82 0.84 -0.0950
N 0.82 2.35 1.76 0.0119
P 1.82 -1.49 1.53 0.5758
Se 1.30 -2.72 -0.08 0.4519
C 1.09 -2.13 3.08 -0.3238
C 0.82 -1.30 4.16 -0.0831
C 0.20 -1.82 5.28 -0.0703
C -0.16 -3.16 5.33 -0.0890
C 0.10 -3.98 4.25 -0.0985
C 0.73 -3.47 3.13 -0.1304
C 3.62 -1.46 1.67 -0.4175
C 4.30 -2.39 2.45 -0.1243
C 5.68 -2.36 2.48 -0.0975
C 6.37 -1.42 1.73 -0.0932
C 5.69 -0.54 0.92 -0.0894
C 4.31 -0.56 0.88 -0.1225
H -0.25 2.44 3.81 0.0916
H -1.58 3.18 5.75 0.1008
H -0.47 3.73 7.88 0.0973
H 1.99 3.51 8.08 0.1006
H 3.31 2.70 6.15 0.0768
H 2.80 4.79 4.31 0.1000
H 4.22 6.61 3.46 0.0990
H 5.79 6.19 1.60 0.0978
H 5.94 3.94 0.59 0.1030
H 4.54 2.11 1.48 0.0818
H 1.09 -0.26 4.13 0.0514
H -0.01 -1.17 6.12 0.1046
H -0.65 -3.56 6.20 0.0977
H -0.18 -5.03 4.28 0.1014
H 0.92 -4.10 2.26 0.0535
H 3.74 -3.09 3.05 0.1076
H 6.22 -3.06 3.11 0.1012
H 7.45 -1.38 1.79 0.0980
H 6.24 0.18 0.32 0.1047
H 3.75 0.13 0.25 0.1063
N -2.39 2.65 0.09 0.1936
C -3.20 1.75 -0.45 -0.6525
O -2.82 0.70 -0.95 -0.0998
C -4.67 2.09 -0.35 -0.5409
I -5.79 0.97 -1.77 0.8962
H -1.38 2.42 0.21 0.0495
H -2.76 3.48 0.53 0.1060
H -4.87 3.15 -0.54 0.0426
H -5.04 1.81 0.64 0.0518
N 1.11 -1.67 -3.35 0.0724
C 0.25 -1.70 -4.12 -0.0278
H 1.76 -1.61 -2.59 -0.0084
C 0.48 5.98 -2.68 -0.0500
C 0.59 4.71 -1.85 -0.4898
C 0.27 4.98 -0.38 -0.0461
O -0.35 3.76 -2.35 -0.3451
P 0.11 2.52 -3.27 -0.1123
S -1.60 1.74 -3.87 0.3650
S 1.54 1.50 -2.36 0.3045
O 0.74 3.41 -4.50 -0.3270
C 1.59 2.96 -5.54 -0.4826
C 3.05 3.06 -5.10 -0.0725
C 1.25 1.56 -6.03 -0.0858
H 1.15 6.75 -2.28 0.0736
H -0.54 6.35 -2.63 0.0810
H 0.73 5.78 -3.71 0.0642
H 1.60 4.28 -1.94 0.1063
H -0.76 5.31 -0.28 0.0751
H 0.94 5.75 0.00 0.0774
H 0.41 4.07 0.20 0.0312
H 1.42 3.69 -6.35 0.1376
H 3.22 2.40 -4.26 0.0197
H 3.27 4.08 -4.79 0.0741
H 3.71 2.79 -5.92 0.0725
H 1.47 0.83 -5.25 0.0391
H 1.84 1.33 -6.92 0.0776
H 0.19 1.50 -6.27 0.0574
O -1.42 -1.93 -1.66 -0.3482
P -2.58 -2.82 -1.80 0.5960
N -3.84 -2.10 -2.61 -0.1769
C -3.44 -1.43 -3.86 -0.2110
C -4.61 -1.62 -4.82 -0.1602
C -5.26 -2.90 -4.32 -0.1704
C -5.12 -2.74 -2.81 -0.2312
N -2.14 -4.24 -2.58 -0.1588
C -0.74 -4.66 -2.65 -0.2147
C -0.77 -6.14 -2.29 -0.1694
C -2.08 -6.59 -2.93 -0.1703
C -3.01 -5.41 -2.67 -0.2060
N -3.32 -3.29 -0.34 -0.1812
C -3.96 -2.18 0.38 -0.1945
C -3.82 -2.51 1.88 -0.1503
C -3.15 -3.89 1.91 -0.1634
C -2.38 -3.90 0.59 -0.2181
H -2.52 -1.87 -4.25 0.0890
H -3.24 -0.37 -3.67 0.0344
H -4.27 -1.68 -5.85 0.1113
H -5.31 -0.79 -4.72 0.0951
H -4.71 -3.77 -4.68 0.0950
H -6.31 -3.00 -4.63 0.1062
H -5.17 -3.68 -2.25 0.1010
H -5.92 -2.07 -2.45 0.0685
H -0.14 -4.06 -1.97 0.0288
H -0.36 -4.52 -3.67 0.1077
H -0.82 -6.27 -1.21 0.1021
H 0.10 -6.68 -2.67 0.1085
H -2.47 -7.52 -2.53 0.1048
H -1.93 -6.72 -4.01 0.1092
H -3.57 -5.55 -1.74 0.1059
H -3.74 -5.29 -3.48 0.0937
H -5.00 -2.12 0.06 0.1010
H -3.46 -1.24 0.15 0.0914
H -4.79 -2.52 2.37 0.1015
H -3.19 -1.78 2.37 0.1084
H -3.90 -4.67 1.91 0.1073
H -2.50 -4.02 2.77 0.0924
H -2.12 -4.91 0.27 0.1066
H -1.46 -3.31 0.68 0.0722
```


Which of them is the most stable, and which is the least stable? run P and run Q, in that order.


Run P
Below is an isolated molecule of C5H5F, with properties calculated with ωB97M-V with the def2-TZVPD basis set.

Properties
E_HOMO (spin up / spin down) (eV): -9.08 / -9.08
LUMO energy (spin up / spin down) (eV): -0.4113 / -0.4107
Net charge: 0
HOMO-LUMO gap (spin up / spin down) (Eh): 0.3184 / 0.3185

XYZ file:
```
11
Properties=species:S:1:pos:R:3:lowdin_charge:R:1
C 0.25 -0.18 -0.50 -0.3394
C -0.12 -1.52 -0.71 0.0215
C 0.51 0.13 0.77 0.0234
C 0.48 0.08 2.08 0.0757
C -0.52 0.69 -1.49 -0.0691
F 0.62 -2.37 -0.01 -0.0140
H -0.08 -0.61 2.50 0.0298
H 1.05 0.85 2.55 0.0712
H -1.58 0.67 -1.43 0.0633
H -0.37 0.44 -2.44 0.0149
H -0.24 1.82 -1.31 0.1227
```


Run Q
Below is an isolated molecule of C5H5F, with properties calculated with ωB97M-V with the def2-TZVPD basis set.

Properties
E_HOMO (eV): -9.66
LUMO energy (eV): 0.5949
Net charge: 0
HOMO-LUMO gap (Eh): 0.3769
Structure (SMILES): C#CC(=C)CF

XYZ file:
```
11
Properties=species:S:1:pos:R:3:lowdin_charge:R:1
C 1.40 -0.40 0.32 -0.1610
C 0.17 0.14 -0.10 -0.3824
C 0.10 1.37 -0.43 0.0607
C -1.11 -0.61 -0.03 -0.1036
C -2.23 -1.14 -0.16 0.0589
H 2.10 0.24 0.27 0.0545
H 1.42 -0.75 1.32 0.1343
H 0.94 2.13 -0.01 0.1443
H -0.93 1.75 -0.61 0.0926
H -3.55 -1.22 -0.02 0.1507
F 1.69 -1.51 -0.55 -0.0492
```


Which of them is the most stable, and which is the least stable? run Q and run P, in that order.


Run P
Below is a 2-piece molecular cluster, C10H10N2O2 overall, with properties calculated with ωB97M-V with the def2-TZVPD basis set.

Properties
E_HOMO (eV): -9.22
LUMO energy (eV): 0.2933
Net charge: 0
HOMO-LUMO gap (Eh): 0.3495
Structure (SMILES): O=c1cc[nH]c(=O)[nH]1.c1ccccc1

XYZ file:
```
24
Properties=species:S:1:pos:R:3:lowdin_charge:R:1
C 1.51 -1.83 1.02 -0.4257
C 1.45 -0.42 0.66 0.0374
C 2.08 -0.17 -0.57 -0.0910
C 3.39 -2.18 -0.57 -0.4894
C -1.59 1.70 -1.11 -0.0812
C -0.98 1.49 0.14 -0.1119
C -1.75 1.16 1.24 -0.0947
C -3.12 1.04 1.12 -0.0883
C -3.73 1.26 -0.11 -0.0890
C -2.96 1.62 -1.22 -0.0938
H 2.79 -3.40 1.05 0.1570
H 0.75 0.31 0.99 0.0400
H 1.80 0.63 -1.27 0.1414
H 3.52 -0.76 -1.91 0.1754
H -0.95 1.95 -1.97 0.1033
H 0.10 1.55 0.23 0.0647
H -1.29 1.01 2.20 0.1074
H -3.70 0.80 2.01 0.1058
H -4.81 1.18 -0.19 0.1025
H -3.47 1.80 -2.14 0.0934
N 2.61 -2.56 0.53 0.1861
N 3.08 -0.88 -1.00 0.1104
O 0.94 -2.56 1.84 0.0341
O 4.34 -2.75 -0.99 0.1062
```


Run Q
Below is C10H10N2O2 as an isolated structure, with properties calculated with ωB97M-V with the def2-TZVPD basis set.

Properties
E_HOMO (eV): -7.32
LUMO energy (eV): -0.1311
Net charge: 0
HOMO-LUMO gap (Eh): 0.2642

XYZ file:
```
24
Properties=species:S:1:pos:R:3:lowdin_charge:R:1
C -2.44 0.13 1.97 -0.3844
C -2.22 -1.13 1.33 -0.0221
C -1.23 -1.43 0.49 -0.0704
C -0.40 0.80 0.91 -0.3091
C 1.23 1.21 -2.06 -0.1010
C 0.99 -0.05 -2.44 -0.1512
C 1.22 -1.15 -1.49 -0.1607
C 1.47 -0.92 -0.12 -0.1594
C 1.73 0.39 0.24 -0.1840
C 1.65 1.43 -0.68 -0.1016
H -1.22 1.83 2.35 0.1722
H -2.95 -1.92 1.57 0.1272
H -1.02 -2.39 -0.07 0.1596
H -0.01 -0.39 -0.95 0.0823
H 1.09 2.17 -2.70 0.1342
H 0.46 -0.34 -3.47 0.1530
H 0.84 -2.06 -2.05 0.1164
H 1.26 -1.74 0.75 0.1837
H 2.10 0.67 1.19 0.1254
H 1.83 2.42 -0.33 0.1226
N -1.14 0.84 2.06 0.2083
N -0.38 -0.44 0.07 0.0067
O -3.35 0.40 2.78 0.0542
O 0.48 1.67 0.65 -0.0016
```


Which of them is the most stable, and which is the least stable? run P and run Q, in that order.